The following is a quantum chemistry calculation of a molecular structure, C24H26As2N2O8RuSSe8, from the OMol25 dataset.

Atoms and positions in Å:
H -4.050 -2.634 0.719
H -3.369 1.569 1.156
O -0.093 2.988 1.907
H 4.205 4.432 0.641
C -7.796 -3.046 1.736
C 1.217 4.124 -3.425
C 3.371 0.842 0.708
Se 4.598 -0.461 3.400
H 0.146 -0.840 2.466
H 0.871 4.587 -4.346
C 5.637 0.549 0.276
H -4.605 -3.688 3.678
S -4.686 -0.833 3.025
C -3.151 -2.211 1.144
C -2.489 2.124 1.477
C -0.849 0.193 -1.531
C 1.047 0.825 -4.665
C -6.415 -4.478 2.831
C 2.223 1.764 0.834
O 3.575 -0.692 -2.795
H -6.224 -5.492 3.164
H 6.521 1.179 0.213
H -2.444 2.160 2.566
C 0.957 1.221 0.733
C 2.002 0.835 -1.968
O 4.554 1.441 0.596
O 4.294 2.459 -3.221
C -3.188 -1.368 2.253
O 2.185 0.050 -4.310
N -0.773 -2.014 1.047
H -2.532 3.148 1.106
H -1.849 -3.163 -0.281
H 0.368 0.963 -3.825
Se 2.799 0.849 3.426
C -1.995 -0.868 2.744
C -5.776 -2.187 2.667
Se 0.628 -2.838 -2.436
H -7.189 -0.986 1.578
H 5.752 -0.205 1.048
H -0.991 1.258 -1.715
C -0.812 -1.203 2.108
As 2.131 3.354 -0.261
H 3.872 5.035 -0.994
Se 2.327 -5.576 -0.781
C 3.932 4.140 -0.373
H -8.719 -2.901 1.184
Se 2.722 -3.372 -1.577
H 1.153 4.842 -2.607
Ru 1.065 -2.483 0.041
C -1.929 -2.512 0.581
C 3.167 2.756 -2.956
C 2.362 2.123 -1.864
H 1.368 1.796 -5.045
O -1.373 1.428 0.940
Se 1.875 -3.153 2.294
O 3.278 -0.347 0.672
C -0.159 1.987 1.227
H -1.653 -0.167 -0.897
Se 0.262 -4.976 0.112
C 2.633 -0.008 -3.047
N -7.548 -4.282 2.156
C -5.507 -3.473 3.121
H 0.593 3.262 -3.191
Se 4.118 -2.715 2.624
As 0.861 -0.105 -0.633
H -0.831 -0.365 -2.465
H 4.678 3.456 -0.761
C -6.946 -1.970 1.957
H -1.964 -0.220 3.610
H 5.445 0.060 -0.679
O 2.576 3.751 -3.665
H 0.535 0.278 -5.453

Net charge: -1
Relative energy (zero: lowest compared OMol25 entry of this formula, charge and spin) (eV): 3.275
Spin multiplicity: 2
Highest occupied orbital energy (alpha / beta) (eV): -3.922 / -3.917
LUMO (alpha / beta) (hartree): 0.04702 / 0.04746